Below is a cluster of 3 separate species, C3H7NS in total at a distorted geometry, with properties calculated with the ωB97M-V functional and the def2-TZVPD basis.

ΔE to the lowest compared entry with this formula, charge and spin   603.42 kJ/mol
Multiplicity   1
E_tot   -15543.3912 eV
Kohn-Sham gap   9.00 eV

Each line ends with the Löwdin charge.
Geometry (Å):
C (1.41502, -0.35255, -1.88079)  -0.22
C (0.02100, -0.32545, -1.11622)  -0.63
C (-1.26685, 0.34895, 2.81441)  -0.15
H (1.88224, -1.50023, -1.79200)  0.10
H (1.75614, 0.90779, -1.07533)  0.13
H (1.13846, 0.31152, -3.20310)  0.17
H (-0.86699, 0.19791, -1.61654)  0.07
H (-0.55133, -1.32679, -0.90357)  0.07
H (-2.24565, 0.41844, 3.19002)  0.02
H (-0.58373, 1.21442, 3.31481)  0.10
N (-1.03627, -0.10618, 1.56783)  -0.45
S (0.33795, 0.21216, 0.70048)  0.78


Below is a structure of composition C36H95HgO34S11 at a distorted geometry, with properties calculated with the ωB97M-V functional and the def2-TZVPD basis.

Total charge   +1
Multiplicity   1
E_tot   -231830.7247 eV
Kohn-Sham gap   6.45 eV

Each line ends with the Löwdin charge.
Geometry (Å):
Hg (0.84473, 2.19622, -3.01858)  1.27
C (1.13115, -0.98968, -0.15527)  -0.04
C (-0.00007, 0.10123, -0.07961)  -0.57
C (-0.02987, 0.75411, 1.34610)  -0.05
O (0.03125, 0.95365, -1.16038)  -0.32
H (2.10581, -0.50191, -0.16952)  0.05
H (1.08954, -1.50066, -1.11717)  0.06
H (1.09604, -1.76115, 0.61396)  0.05
H (-0.91365, -0.49318, -0.09172)  0.09
H (0.64491, 1.59331, 1.51500)  0.06
H (0.13206, 0.04251, 2.15572)  0.05
H (-1.00964, 1.18962, 1.54227)  0.04
O (3.01128, -6.48590, 2.53710)  -0.31
S (3.63407, -5.61754, 3.54568)  0.72
O (5.10163, -5.43871, 3.52313)  -0.29
O (2.85787, -4.10469, 3.67995)  -0.27
C (1.48485, -3.98574, 3.37479)  -0.30
C (1.10065, -2.52155, 3.43533)  -0.06
C (3.01893, -6.39419, 5.12661)  -0.10
H (0.84744, -4.52326, 4.07685)  0.12
H (1.34215, -4.43247, 2.39083)  0.11
H (1.60159, -1.95252, 2.65215)  0.06
H (1.13348, -2.11471, 4.44602)  0.09
H (0.02987, -2.51045, 3.23182)  0.05
H (1.94481, -6.47756, 4.96101)  0.05
H (3.21214, -5.72468, 5.96480)  0.06
H (3.51669, -7.32590, 5.39538)  0.07
O (-5.08643, 2.52360, 4.21202)  -0.32
S (-4.08014, 3.48555, 4.70601)  0.73
O (-3.86055, 4.83119, 4.11794)  -0.32
O (-4.22397, 3.67011, 6.37537)  -0.26
C (-3.38178, 4.54556, 7.12467)  -0.30
C (-2.84180, 3.79219, 8.24866)  -0.09
C (-2.46355, 2.55183, 4.55553)  -0.10
H (-3.92915, 5.40635, 7.50876)  0.13
H (-2.57106, 4.97578, 6.53666)  0.12
H (-2.18127, 4.44681, 8.81722)  0.09
H (-2.27899, 2.92733, 7.89747)  0.06
H (-3.49950, 3.30078, 8.96561)  0.09
H (-2.41767, 2.19589, 3.52630)  0.05
H (-2.59111, 1.76876, 5.30294)  0.07
H (-1.71572, 3.32944, 4.71102)  0.04
O (-4.42277, 0.58227, 1.41904)  -0.30
S (-5.12808, -0.64817, 1.12241)  0.69
O (-5.88586, -0.88289, -0.12444)  -0.31
O (-4.14953, -2.01537, 1.33858)  -0.30
C (-3.03661, -1.91827, 2.25847)  -0.26
C (-2.69031, -3.36166, 2.62225)  -0.05
C (-6.28492, -1.11142, 2.52814)  -0.08
H (-3.37901, -1.50369, 3.20662)  0.11
H (-2.24412, -1.25143, 1.91881)  0.10
H (-1.98290, -3.48197, 3.44274)  0.07
H (-2.30761, -3.84273, 1.72213)  0.06
H (-3.55077, -3.94294, 2.95363)  0.09
H (-7.09638, -0.38384, 2.51198)  0.07
H (-5.79216, -1.25018, 3.49045)  0.07
H (-6.65076, -2.08955, 2.21585)  0.06
O (-2.06494, -6.84534, -2.08503)  -0.27
S (-2.01455, -5.60168, -1.35646)  0.69
O (-1.06641, -5.32605, -0.25372)  -0.32
O (-2.04509, -4.35333, -2.45927)  -0.24
C (-1.76383, -3.07773, -2.06122)  -0.28
C (-3.07355, -2.19903, -2.09614)  -0.02
C (-3.67270, -5.32992, -0.62163)  -0.10
H (-0.94114, -2.64773, -2.63251)  0.11
H (-1.34227, -3.03408, -1.05698)  0.10
H (-2.87187, -1.40739, -1.37451)  0.05
H (-3.99846, -2.69466, -1.80123)  0.07
H (-3.30614, -1.70604, -3.04005)  0.05
H (-4.49330, -5.31402, -1.33889)  0.08
H (-3.62355, -4.34630, -0.15453)  0.03
H (-3.89299, -6.08799, 0.12997)  0.08
O (-1.30685, 3.06460, -2.75414)  -0.38
S (-2.73161, 3.09471, -2.40715)  0.74
O (-3.29563, 4.32680, -1.82763)  -0.29
O (-3.55137, 2.53407, -3.74199)  -0.30
C (-4.93315, 2.88159, -3.96901)  -0.27
C (-5.22780, 2.87147, -5.44232)  -0.05
C (-3.20313, 1.59021, -1.36728)  -0.05
H (-5.12652, 3.83297, -3.47344)  0.12
H (-5.55037, 2.10230, -3.52198)  0.12
H (-6.31200, 2.96738, -5.50075)  0.10
H (-4.81204, 1.91381, -5.75561)  0.06
H (-4.77241, 3.69327, -5.99491)  0.09
H (-4.27095, 1.69360, -1.17452)  0.07
H (-2.65651, 1.62366, -0.42484)  0.05
H (-2.87121, 0.74512, -1.97041)  0.05
O (2.74961, 2.04256, -1.79671)  -0.40
S (4.01636, 1.62840, -1.14213)  0.77
O (4.60614, 0.31281, -1.47547)  -0.28
O (5.23674, 2.79656, -1.28111)  -0.27
C (6.45878, 2.67970, -0.65632)  -0.30
C (7.45087, 3.78547, -1.21539)  -0.03
C (3.86903, 1.75175, 0.72065)  -0.08
H (6.87185, 1.70693, -0.92314)  0.12
H (6.34046, 2.65500, 0.42696)  0.10
H (6.91229, 4.72941, -1.29898)  0.08
H (7.90251, 3.44952, -2.14880)  0.08
H (8.30973, 3.91507, -0.55687)  0.07
H (4.78311, 1.33025, 1.13886)  0.07
H (3.07254, 1.07783, 1.03619)  0.04
H (3.56419, 2.73739, 1.07235)  0.08
O (-0.59355, -1.59877, -5.16910)  -0.26
S (-1.02776, -0.21545, -5.09982)  0.68
O (-0.63541, 0.61152, -3.99105)  -0.35
O (-0.55400, 0.53296, -6.47864)  -0.29
C (-0.63648, -0.17894, -7.74425)  -0.26
C (-0.12169, 0.78444, -8.73416)  -0.07
C (-2.88841, 0.03603, -5.43732)  -0.06
H (-1.64317, -0.56125, -7.91310)  0.13
H (0.05612, -1.02010, -7.71480)  0.12
H (-0.75246, 1.66960, -8.65220)  0.09
H (-0.29231, 0.40834, -9.74289)  0.10
H (0.93313, 1.05507, -8.68746)  0.07
H (-3.22293, -0.77029, -6.09003)  0.07
H (-2.90877, 0.92760, -6.06404)  0.06
H (-3.49684, 0.08719, -4.53438)  0.05
O (2.18391, 0.81972, -4.37322)  -0.38
S (3.41542, 0.85515, -5.15053)  0.73
O (4.39226, 1.94015, -4.93839)  -0.26
O (4.13834, -0.65297, -5.01792)  -0.22
C (3.29300, -1.75850, -5.01156)  -0.27
C (2.91566, -2.06816, -3.55414)  -0.06
C (2.97221, 0.82904, -6.90914)  -0.10
H (3.70129, -2.65693, -5.47443)  0.14
H (2.36936, -1.49870, -5.52875)  0.09
H (2.49656, -1.23392, -2.99157)  0.05
H (3.81724, -2.38721, -3.03119)  0.09
H (2.13538, -2.82369, -3.46228)  0.07
H (2.55220, 1.77605, -7.24806)  0.07
H (2.14295, 0.14064, -7.07201)  0.04
H (3.86280, 0.77497, -7.53527)  0.09
O (2.44777, -5.74750, -4.16151)  -0.32
S (2.74125, -6.17605, -2.76482)  0.72
O (3.97080, -6.86818, -2.45714)  -0.30
O (2.58847, -4.94375, -1.66061)  -0.31
C (3.12248, -5.18694, -0.38472)  -0.30
C (3.90433, -3.89883, -0.06804)  -0.03
C (1.28202, -7.19901, -2.02649)  -0.06
H (3.67963, -6.11274, -0.24132)  0.12
H (2.22837, -5.25005, 0.23551)  0.09
H (3.34830, -3.00940, -0.36444)  0.06
H (4.85904, -3.90877, -0.59391)  0.09
H (4.01665, -3.84032, 1.01458)  0.06
H (1.13650, -6.91934, -0.98308)  0.04
H (1.52790, -8.26073, -2.04654)  0.07
H (0.39607, -6.96502, -2.61680)  0.04
O (0.99085, 4.60722, 7.77861)  -0.28
S (1.18508, 3.28323, 7.24580)  0.72
O (0.31648, 2.16964, 7.62409)  -0.32
O (1.03397, 3.53508, 5.54011)  -0.26
C (0.95978, 2.47519, 4.60126)  -0.32
C (2.14980, 1.62756, 4.28445)  -0.05
C (2.99606, 2.67120, 7.40345)  -0.09
H (0.62392, 2.98513, 3.69835)  0.11
H (0.10182, 1.84965, 4.84765)  0.10
H (2.70812, 1.48560, 5.20977)  0.06
H (2.71092, 2.08453, 3.46933)  0.07
H (1.88989, 0.60878, 3.99698)  0.07
H (3.55137, 3.02326, 6.53409)  0.06
H (3.10003, 1.59761, 7.56061)  0.06
H (3.42813, 3.11832, 8.29871)  0.06
O (2.40825, 5.60385, -0.08417)  -0.27
S (1.09686, 5.10321, -0.51733)  0.69
O (0.95039, 4.14567, -1.62642)  -0.39
O (0.34285, 4.46874, 0.77106)  -0.28
C (-1.12335, 4.30862, 0.81077)  -0.22
C (-1.44688, 5.08896, 2.03143)  -0.05
C (-0.07298, 6.45032, -0.92799)  -0.09
H (-1.26274, 3.24199, 0.98672)  0.10
H (-1.61493, 4.58987, -0.12054)  0.08
H (-1.27796, 4.44934, 2.89771)  0.06
H (-2.49274, 5.36159, 1.89023)  0.09
H (-0.96208, 6.05919, 2.13976)  0.10
H (-1.00298, 6.13856, -1.40341)  0.07
H (0.47289, 6.99705, -1.69690)  0.07
H (-0.20151, 7.14768, -0.10019)  0.08